Below is a molecular structure, C15H44BClHfO15S5 at a distorted geometry, with properties calculated with ωB97M-V with the def2-TZVPD basis set.

Strongest force on any atom, eV Å⁻¹: 7.59
E_tot, eV: -115641.4853
HOMO, eV: -14.752
Net charge: +2

```
82
Properties=species:S:1:pos:R:3:mulliken_charge:R:1
Hf -17.440 -12.931 7.157 1.09
B -17.746 -11.510 9.116 1.77
H -18.004 -10.892 9.961 -0.95
H -17.703 -10.862 8.254 -0.32
H -16.772 -11.973 9.170 0.19
H -18.419 -12.312 8.855 0.45
Cl -19.943 -14.195 7.348 -0.40
O -14.208 -9.343 7.490 -0.61
S -15.324 -9.826 6.667 1.09
O -15.887 -11.170 6.811 -0.44
O -16.596 -8.828 6.605 -0.23
C -16.376 -7.511 7.029 -0.26
C -17.450 -6.519 6.590 -1.26
C -14.990 -9.613 4.828 -0.94
H -15.443 -7.149 6.595 0.47
H -16.343 -7.580 8.116 0.31
H -18.467 -6.904 6.666 0.20
H -17.347 -6.130 5.577 0.37
H -17.353 -5.600 7.169 0.39
H -15.068 -8.534 4.701 0.42
H -15.800 -10.098 4.283 0.22
H -14.010 -10.002 4.551 0.43
O -19.055 -11.387 6.320 -0.37
S -19.900 -10.152 6.119 1.20
O -19.779 -9.053 7.034 -0.62
O -19.564 -9.508 4.657 -0.25
C -19.373 -10.339 3.534 -0.29
C -20.539 -10.153 2.600 -1.04
C -21.676 -10.590 5.826 -1.30
H -19.529 -11.382 3.810 0.22
H -18.396 -10.235 3.062 0.36
H -20.570 -11.031 1.955 0.37
H -20.242 -9.274 2.027 0.33
H -21.402 -9.925 3.226 0.17
H -22.301 -10.607 6.719 0.44
H -21.750 -11.582 5.382 0.40
H -22.120 -9.912 5.096 0.45
O -20.013 -10.789 14.284 -0.57
S -19.520 -10.509 12.941 1.02
O -20.239 -11.083 11.810 -0.58
O -19.430 -8.802 12.729 -0.38
C -19.333 -8.302 11.383 0.38
C -19.190 -6.755 11.373 -1.24
C -17.678 -11.053 12.931 -0.51
H -20.166 -8.768 10.856 0.38
H -18.572 -8.846 10.824 -0.23
H -18.282 -6.590 11.953 0.35
H -19.981 -6.396 12.031 0.35
H -19.090 -6.251 10.411 0.34
H -17.206 -10.521 13.757 0.45
H -17.232 -10.675 12.010 0.00
H -17.605 -12.133 13.059 0.21
O -12.734 -14.171 7.742 -0.57
S -13.952 -13.911 8.534 0.72
O -15.186 -13.474 7.882 -0.92
O -14.399 -15.257 9.342 -0.09
C -13.457 -15.741 10.287 -0.43
C -14.066 -17.074 10.679 -1.17
C -13.594 -12.790 9.914 -1.04
H -13.380 -15.089 11.157 0.35
H -12.418 -15.863 9.982 0.49
H -14.386 -17.689 9.838 0.33
H -14.802 -16.958 11.474 0.14
H -13.243 -17.589 11.175 0.47
H -13.502 -11.818 9.432 0.41
H -12.587 -13.081 10.213 0.50
H -14.353 -12.791 10.697 0.30
O -16.627 -14.434 11.577 -0.71
S -17.627 -14.741 10.575 1.37
O -17.446 -14.304 9.156 -0.20
O -17.794 -16.375 10.533 -0.18
C -17.698 -17.194 11.694 -0.40
C -19.012 -17.893 11.793 -1.15
C -19.211 -14.265 11.211 -1.02
H -17.315 -16.647 12.556 0.45
H -16.857 -17.828 11.412 0.24
H -19.766 -17.169 12.100 0.28
H -18.895 -18.740 12.469 0.42
H -19.203 -18.262 10.785 0.32
H -19.157 -14.070 12.282 0.31
H -19.739 -15.187 10.968 0.36
H -19.542 -13.381 10.665 0.33
```